The following is a DFT calculation (ωB97M-V/def2-TZVPD) of 2 unconnected molecules or ions with the total composition C5H6O at a distorted geometry.

energy above the lowest of the compared OMol25 structures with the same formula, charge and spin	5.3171	eV
HOMO energy	-0.3044	Eh
DFT total energy	-7323.9674	eV
molecular weight	82.10	g mol⁻¹
total charge	0
LUMO level	0.15	eV

Last columns: bonded neighbours and bond lengths (Å).
Geometry (Å):
1 C -3.787 -0.507 0.300  O6 1.130
2 C -0.573 -0.260 0.310  C3 1.514, C4 1.497
3 C 0.322 0.961 0.285  C2 1.514, C5 1.534, H7 1.000, H8 1.203
4 C 0.619 -1.074 -0.085  C2 1.497, C5 1.502, H9 1.052, H10 1.227
5 C 1.533 0.116 -0.129  C3 1.534, C4 1.502, H11 1.062, H12 1.073
6 O -3.712 0.366 -0.414  C1 1.130
7 H 0.098 1.656 -0.398  C3 1.000
8 H 0.410 1.555 1.327  C3 1.203
9 H 0.753 -1.927 0.517  C4 1.052
10 H 0.104 -1.418 -1.144  C4 1.227
11 H 1.889 0.244 -1.122  C5 1.062
12 H 2.344 0.289 0.552  C5 1.073